This record from the Open Molecules 2025 dataset describes a molecular structure, C23H43BeN4Sb. The level of theory is ωB97M-V/def2-TZVPD.

highest occupied orbital energy = -14.79 eV
DFT total energy = -37436.759 eV

```
! wB97M-V def2-TZVPD RIJCOSX def2/J DEFGRID3
* xyz 2 1
Be -1.1444 -0.0256 -0.5319
C -3.4932 1.4991 -1.4035
C -3.0080 0.9526 -0.0853
C -2.6781 1.8239 0.9502
C -2.4138 1.3621 2.2425
C -2.1883 2.3346 3.3573
C -2.4226 -0.0086 2.4811
C -2.7084 -0.9235 1.4759
C -2.8557 -2.3843 1.7767
C -2.9706 -0.4354 0.1814
H -2.7115 2.0278 -1.9471
H -4.2956 2.2113 -1.2146
H -3.8862 0.7079 -2.0383
H -2.6843 2.8888 0.7591
H -1.6898 3.2381 3.0100
H -1.6076 1.8965 4.1670
H -3.1544 2.6313 3.7674
H -2.2331 -0.3718 3.4835
H -2.6203 -3.0052 0.9143
H -3.8931 -2.5890 2.0497
H -2.2301 -2.6908 2.6123
H -3.3248 -1.1299 -0.5732
C 2.2531 -0.8673 -2.2039
C 2.4874 0.3203 -1.2723
C 2.1317 1.6163 -1.9961
C 3.9683 0.3277 -0.8975
Sb 1.1096 0.1542 0.4348
C 1.4272 -1.8172 1.3325
C 0.7064 -2.7970 0.4074
C 2.9015 -2.1865 1.4395
C 0.7863 -1.8821 2.7149
C 1.4544 1.8324 1.8081
C 0.6520 3.0111 1.2598
C 2.9204 2.2316 1.9102
C 0.9435 1.4684 3.1982
H 2.8402 -0.7107 -3.1115
H 1.2122 -0.9800 -2.5003
H 2.5923 -1.8022 -1.7660
H 2.7435 1.6989 -2.8975
H 2.3376 2.4967 -1.3886
H 1.0848 1.6476 -2.3079
H 4.5419 0.3198 -1.8278
H 4.2691 -0.5502 -0.3306
H 4.2703 1.2124 -0.3504
H 1.1070 -2.7966 -0.6050
H -0.3663 -2.5903 0.3554
H 0.8157 -3.8092 0.8051
H 3.3756 -2.2955 0.4668
H 2.9828 -3.1500 1.9476
H 3.4708 -1.4640 2.0246
H -0.2380 -1.5042 2.7223
H 1.3575 -1.3364 3.4603
H 0.7566 -2.9265 3.0329
H 0.9747 3.3066 0.2612
H 0.7995 3.8713 1.9158
H -0.4155 2.7996 1.2242
H 3.2861 2.6892 0.9945
H 3.5731 1.4016 2.1811
H 3.0074 2.9854 2.6970
H -0.0550 1.0293 3.1882
H 0.9003 2.3812 3.7976
H 1.6170 0.7829 3.7074
N -2.1748 -2.5441 -5.0732
C -1.6050 -1.3849 -5.4070
N -1.5211 -1.0275 -6.6799
N -1.0964 -0.5385 -4.5116
C -1.1768 -0.5213 -3.2629
N -1.1490 -0.3206 -2.1084
H -2.5321 -3.1800 -5.7691
H -2.1686 -2.8571 -4.1167
H -1.8428 -1.6168 -7.4311
H -1.1023 -0.1379 -6.9067
*
```